(1)
# C51H40F12IN2O2P2Ta

C51H40F12IN2O2P2Ta as an isolated structure (ωB97M-V with the def2-TZVPD basis set, the OMol25 dataset).

## Properties
Lowest unoccupied orbital energy = -0.4 eV
E = -121457.059 eV

Element x y z (Å)
Ta 0.207 -0.094 -0.059
C -6.229 0.790 2.458
C -4.993 0.248 1.798
C -4.970 -0.092 0.453
C -3.823 -0.602 -0.128
C -2.658 -0.815 0.608
N -1.480 -1.353 0.007
C -1.533 -2.672 -0.484
C -2.772 -3.333 -0.619
C -2.909 -4.610 -1.121
C -1.807 -5.359 -1.515
C -1.933 -6.758 -2.047
C -0.576 -4.763 -1.330
C -0.406 -3.466 -0.842
C 1.025 -3.095 -0.484
O 1.076 -1.815 0.012
C 2.071 -3.115 -1.641
F 1.910 -2.055 -2.433
F 3.315 -3.026 -1.129
F 2.039 -4.200 -2.422
C 1.532 -4.086 0.626
F 2.097 -5.179 0.073
F 2.444 -3.521 1.413
F 0.546 -4.517 1.409
C -2.647 -0.381 1.944
C -3.814 0.116 2.516
C -1.305 -0.340 2.677
O -0.268 0.099 1.858
C -1.317 0.706 3.836
F -2.130 0.420 4.861
F -0.092 0.853 4.356
F -1.692 1.904 3.357
C -0.956 -1.729 3.274
F -1.787 -2.041 4.285
F 0.296 -1.764 3.748
F -1.071 -2.701 2.370
H -7.079 0.769 1.776
H -6.082 1.824 2.776
H -6.494 0.210 3.343
H -5.857 0.044 -0.156
H -3.831 -0.853 -1.174
H -3.675 -2.835 -0.308
H -3.906 -5.032 -1.198
H -2.951 -6.962 -2.379
H -1.683 -7.496 -1.281
H -1.263 -6.927 -2.891
H 0.308 -5.341 -1.565
H -3.821 0.423 3.551
C -0.124 1.131 -3.376
P -0.776 -0.496 -2.921
C -0.147 -1.599 -4.239
C 0.714 -1.133 -5.231
C 1.214 -1.997 -6.194
C 0.863 -3.338 -6.183
C 0.017 -3.814 -5.193
C -0.474 -2.954 -4.225
C -2.568 -0.364 -3.305
C -3.342 -1.510 -3.494
C -4.710 -1.428 -3.698
C -5.342 -0.194 -3.718
C -4.583 0.957 -3.569
C -3.211 0.873 -3.379
C 1.245 1.227 -2.807
C 2.334 1.779 -3.414
C 3.374 1.791 -2.453
C 2.862 1.249 -1.313
C 3.595 1.091 -0.023
P 2.366 0.862 1.290
C 2.333 2.411 2.233
C 3.544 2.910 2.722
C 3.569 4.075 3.465
C 2.381 4.750 3.735
C 1.180 4.255 3.260
C 1.156 3.087 2.508
C 3.128 -0.291 2.475
C 3.979 -1.307 2.051
C 4.579 -2.149 2.974
C 4.320 -1.998 4.327
C 3.456 -1.000 4.756
C 2.869 -0.147 3.837
N 1.526 0.865 -1.488
H -0.754 1.894 -2.920
H -0.122 1.318 -4.449
H 1.031 -0.101 -5.245
H 1.889 -1.618 -6.950
H 1.257 -4.010 -6.934
H -0.250 -4.863 -5.160
H -1.083 -3.360 -3.434
H -2.892 -2.489 -3.463
H -5.284 -2.337 -3.829
H -6.412 -0.128 -3.867
H -5.053 1.931 -3.604
H -2.664 1.802 -3.286
H 2.362 2.156 -4.425
H 4.380 2.161 -2.573
H 4.187 1.983 0.184
H 4.281 0.244 -0.027
H 4.470 2.378 2.533
H 4.510 4.457 3.839
H 2.399 5.660 4.321
H 0.253 4.774 3.468
H 0.217 2.705 2.140
H 4.160 -1.476 0.997
H 5.236 -2.937 2.630
H 4.787 -2.659 5.045
H 3.241 -0.881 5.810
H 2.212 0.638 4.185
I -0.467 3.499 -0.637
C -1.331 1.529 -0.414
H -1.934 1.635 0.484
H -2.027 1.441 -1.244

***

(2)
# C3H11N4S

A 2-piece molecular cluster, C3H11N4S overall in a non-equilibrium geometry (ωB97M-V with the def2-TZVPD basis set, the OMol25 dataset).

## Properties
Lowest unoccupied orbital energy = -3.9 eV
ΔE to the lowest compared entry with this formula, charge and spin = 0.0 kcal per mole
Total charge = +1
E = -20075.071 eV

Element x y z (Å)
C 2.336 -0.116 -0.342
C -2.422 0.708 0.688
C 0.061 0.548 -0.231
N -1.289 -2.345 0.437
N -0.937 -2.369 -0.727
N 1.335 0.936 -0.268
N 1.778 2.232 -0.347
S -1.251 1.729 -0.149
H 3.275 0.200 -0.836
H 2.730 -0.207 0.703
H 1.847 -1.076 -0.696
H -2.127 0.076 1.554
H -2.826 0.012 0.061
H -3.292 1.308 1.009
H -0.142 -0.507 -0.278
H -1.610 -3.270 0.754
H 2.534 2.619 0.191
H -0.942 -3.264 -1.208
H 0.942 2.787 -0.313

***

(3)
# C24H39BrF2N6O4P2

A 2-piece molecular cluster, C24H39BrF2N6O4P2 overall in a non-equilibrium geometry (ωB97M-V with the def2-TZVPD basis set, the OMol25 dataset).

## Properties
Lowest unoccupied orbital energy = -1.7 eV
E = -136697.980 eV

Element x y z (Å)
C -1.438 -1.545 -5.300
C -1.443 -2.494 -4.308
C -0.252 -2.716 -3.322
C -0.663 -2.691 -1.785
C -1.819 -3.765 -1.625
C -1.530 -5.172 -2.259
N -2.473 -6.040 -2.260
C 0.644 -2.999 -0.960
Br 0.459 -4.417 0.413
N 1.262 -1.851 -0.281
C 2.155 -1.047 -1.140
C 3.641 -1.484 -0.786
O 3.869 -2.269 0.081
F 4.666 -1.009 -1.506
C 0.351 -1.088 0.488
N 0.772 -0.468 1.579
C -0.126 0.371 2.437
C -0.154 1.891 1.998
P -0.123 3.079 3.429
O -0.062 2.437 4.765
O -1.464 4.067 3.261
C -2.680 3.297 3.184
C -3.466 3.613 1.840
O 1.211 4.053 3.240
C 0.953 5.235 2.445
C 0.563 4.961 0.950
C 2.148 -0.567 2.025
C 2.665 -1.698 2.823
C 4.069 -1.628 3.180
N 4.989 -0.671 2.933
C 4.546 0.380 2.202
C 3.172 0.434 1.737
N -1.030 -0.993 0.127
N -1.813 -1.877 0.933
C -1.278 -1.300 -1.312
P -0.788 0.204 -2.365
C -2.402 0.804 -3.169
C -0.251 1.667 -1.327
H -0.531 -1.321 -5.911
H -2.342 -0.911 -5.496
H -2.366 -3.116 -4.232
H 0.517 -1.935 -3.579
H 0.240 -3.691 -3.615
H -2.141 -3.907 -0.556
H -2.742 -3.374 -2.144
H -0.528 -5.467 -2.668
H -3.293 -5.591 -1.819
H 1.410 -3.386 -1.688
H 2.118 0.054 -0.966
H 2.054 -1.227 -2.238
H 0.350 0.361 3.460
H -1.139 -0.074 2.568
H -1.068 2.063 1.379
H 0.796 2.064 1.422
H -3.321 3.618 4.052
H -2.537 2.188 3.254
H -3.261 4.682 1.564
H -3.094 2.995 0.978
H -4.570 3.498 1.986
H 0.212 5.937 2.911
H 1.924 5.807 2.419
H 1.295 4.291 0.415
H -0.469 4.517 0.854
H 0.540 5.936 0.402
H 1.996 -2.542 3.118
H 4.449 -2.513 3.755
H 5.231 1.218 1.946
H 2.876 1.314 1.107
H -1.294 -2.125 1.775
H -2.737 -1.494 1.141
H -2.397 -1.405 -1.418
H -2.303 0.934 -4.269
H -3.232 0.111 -2.868
H -2.664 1.802 -2.706
H 0.596 1.459 -0.636
H 0.113 2.449 -2.054
H -1.136 2.123 -0.806
F 5.571 -2.050 -3.198

***

(4)
# C4H7FN2O

One molecule with the formula C4H7FN2O in a non-equilibrium geometry (ωB97M-V with the def2-TZVPD basis set, the OMol25 dataset).

## Properties
Lowest unoccupied orbital energy = 0.6 eV
ΔE to the lowest compared entry with this formula, charge and spin = 89.1 kcal per mole
SMILES = [H]/N=C(/C=C(\C)F)NO
E = -12003.195 eV

Element x y z (Å)
H 0.916 2.160 1.868
N -0.048 1.907 1.542
C 0.043 1.069 0.565
C -1.209 0.554 -0.078
C -1.444 -0.661 -0.627
C -0.532 -1.758 -0.890
F -2.718 -0.921 -1.058
N 1.302 0.393 0.162
O 2.360 1.175 0.595
H -2.026 1.245 -0.018
H -0.746 -2.640 -0.079
H -0.507 -2.254 -1.969
H 0.610 -1.300 -0.709
H 1.376 0.279 -0.839
H 2.624 0.751 1.534

***

> The highest E belongs to which entry?

C4H7FN2O